*1*
Here is 2 unconnected molecules or ions with the total composition C7H12N2 from OMol25. Energies are from the ωB97M-V functional and the def2-TZVPD basis.

- HOMO level (spin up / spin down): -17.308 / -17.308 eV
- Kohn-Sham gap (spin up / spin down): 0.196 / 0.196 Eh

```
! RIJCOSX wB97M-V def2-TZVPD def2/J DEFGRID3
* xyz 2 1
C -2.042 2.114 -0.127
C 2.429 0.776 -0.767
C 0.486 -0.759 -0.875
C -3.086 1.076 -0.325
C 3.343 0.939 0.318
C -0.930 -2.456 0.253
C -0.383 -1.826 -1.038
N 1.408 -0.029 -0.766
N -1.605 0.989 -0.430
H -1.824 3.128 0.119
H 2.579 1.325 -1.697
H -3.563 0.647 0.547
H -3.660 1.060 -1.242
H 4.362 0.698 -0.044
H 3.489 2.009 0.537
H 3.115 0.375 1.221
H -1.436 -3.385 -0.002
H -0.141 -2.675 0.971
H -1.657 -1.791 0.722
H 0.184 -2.612 -1.581
H -1.209 -1.542 -1.708
*
```

*2*
Here is a gas-phase ion, C7H12N2 (charge +2) from OMol25. Energies are from the ωB97M-V functional and the def2-TZVPD basis.

- HOMO level (spin up / spin down): -18.466 / -18.221 eV
- Kohn-Sham gap (spin up / spin down): 0.262 / 0.278 Eh

```
! RIJCOSX wB97M-V def2-TZVPD def2/J DEFGRID3
* xyz 2 1
C -1.241 -0.946 0.882
C 0.851 -1.970 0.796
C 0.370 0.102 -0.167
C -1.016 -3.071 1.720
C 1.383 2.137 -1.287
C -1.101 1.731 -1.100
C 0.209 1.486 -0.517
N 1.206 -0.787 0.294
N -0.513 -2.000 1.170
H -2.216 -0.536 0.584
H 1.522 -2.652 1.320
H -0.307 -3.990 1.873
H -2.112 -3.032 1.950
H 1.573 1.496 -2.178
H 2.204 2.253 -0.575
H 1.201 3.234 -1.388
H -1.136 1.380 -2.108
H -1.399 2.813 -1.296
H -1.857 1.240 -0.383
H 0.198 1.800 0.542
H 2.182 -0.687 -0.130
*
```

The computed energies, referenced to the most stable structure and given in eV, are *1* 0.000; *2* 2.395.

*1*
Here is C5H10N2O in the gas phase from OMol25. Energies are from the ωB97M-V functional and the def2-TZVPD basis.

- HOMO level: -9.258 eV
- SMILES: C/C=C(/C)C(=O)NN
- Kohn-Sham gap: 0.372 Eh

```
! RIJCOSX wB97M-V def2-TZVPD def2/J DEFGRID3
* xyz 0 1
C 1.088 -1.398 -1.488
C 0.466 -1.568 -0.136
C 0.032 -0.590 0.707
C -0.547 -0.922 2.059
C 0.176 0.871 0.393
H 1.024 -0.359 -1.842
H 2.137 -1.762 -1.530
H 0.528 -2.044 -2.223
H 0.283 -2.588 0.213
H -0.322 -1.962 2.305
H -1.620 -0.779 2.129
H -0.126 -0.332 2.867
H -0.421 2.403 -0.749
H -0.758 0.086 -2.179
H -2.133 0.417 -1.323
N -0.453 1.433 -0.687
N -1.264 0.826 -1.643
O 0.767 1.594 1.179
*
```

*2*
Here is 2 unconnected molecules or ions with the total composition C5H10N2O from OMol25. Energies are from the ωB97M-V functional and the def2-TZVPD basis.

- HOMO level: -8.251 eV
- SMILES: [H]/N=C\C=O.C=C(C)N
- Kohn-Sham gap: 0.311 Eh

```
! RIJCOSX wB97M-V def2-TZVPD def2/J DEFGRID3
* xyz 0 1
C 0.919 0.467 0.478
C -0.106 1.247 0.068
C 1.006 -0.061 1.878
C -1.362 -0.985 -0.524
N 1.959 0.166 -0.351
C -0.968 -0.288 -1.767
N -2.462 -0.883 0.086
O 0.024 -0.542 -2.420
H -0.655 -1.716 -0.145
H 1.776 0.235 -1.343
H 2.540 -0.617 -0.090
H -3.101 -0.198 -0.325
H -1.715 0.453 -2.121
H -0.891 1.522 0.746
H -0.069 1.765 -0.873
H 0.023 -0.084 2.337
H 1.426 -1.069 1.893
H 1.656 0.586 2.472
*
```

*3*
Here is C5H10N2O in the gas phase from OMol25. Energies are from the ωB97M-V functional and the def2-TZVPD basis.

- HOMO level: -8.988 eV
- SMILES: C=NN[C@]1(C)C[C@@H]1O
- Kohn-Sham gap: 0.361 Eh

```
! RIJCOSX wB97M-V def2-TZVPD def2/J DEFGRID3
* xyz 0 1
C 1.007 -0.400 1.336
C -0.090 -0.470 0.390
C -1.503 -0.657 1.091
C -1.103 0.594 0.422
C 1.299 0.761 -1.827
H 1.002 0.815 1.889
H 0.841 -1.376 2.021
H 2.129 -0.716 0.774
H -2.092 -1.271 0.334
H -1.637 -0.571 2.159
H -1.027 1.546 1.131
H -0.909 1.199 -1.194
H -0.677 -1.396 -1.318
H 1.868 1.267 -0.863
H 1.474 1.204 -2.847
N 0.345 -1.056 -0.822
N 0.718 -0.411 -1.949
O -1.646 0.939 -0.727
*
```

The computed energies, referenced to the most stable structure and given in eV, are *1* 0.000; *2* 0.523; *3* 5.438.

*1*
Here is 5 unconnected molecules or ions with the total composition H8IO4 from OMol25. Energies are from the ωB97M-V functional and the def2-TZVPD basis.

- HOMO level: -4.617 eV
- Kohn-Sham gap: 0.291 Eh

```
! RIJCOSX wB97M-V def2-TZVPD def2/J DEFGRID3
* xyz -1 1
I -10.997 -23.028 4.765
O -9.352 -21.564 7.555
H -8.569 -21.590 7.002
H -9.715 -22.386 7.141
O -7.448 -23.958 4.304
H -7.233 -23.223 3.684
H -8.356 -23.828 4.455
O -13.327 -20.997 2.603
H -12.613 -20.542 2.190
H -12.834 -21.666 3.058
O -9.163 -20.803 2.740
H -9.695 -20.385 2.054
H -9.824 -21.116 3.344
*
```

*2*
Here is 5 unconnected molecules or ions with the total composition H8IO4 from OMol25. Energies are from the ωB97M-V functional and the def2-TZVPD basis.

- HOMO level: -4.549 eV
- Kohn-Sham gap: 0.290 Eh

```
! RIJCOSX wB97M-V def2-TZVPD def2/J DEFGRID3
* xyz -1 1
I 1.940 -0.522 -0.327
O -0.437 2.459 -1.095
H -1.375 2.186 -1.078
H 0.095 1.625 -1.134
O -1.450 -1.048 0.124
H -2.143 -0.858 -0.541
H -0.659 -1.002 -0.419
O 1.241 2.182 1.838
H 1.598 1.608 1.166
H 0.877 2.947 1.361
O 0.129 -3.510 -0.169
H -0.569 -3.305 0.472
H 0.749 -2.764 -0.194
*
```

*3*
Here is 5 unconnected molecules or ions with the total composition H8IO4 from OMol25. Energies are from the ωB97M-V functional and the def2-TZVPD basis.

- HOMO level: -4.635 eV
- Kohn-Sham gap: 0.293 Eh

```
! RIJCOSX wB97M-V def2-TZVPD def2/J DEFGRID3
* xyz -1 1
I 1.531 0.293 -0.383
O 0.428 -0.027 3.299
H 0.976 0.183 2.526
H 1.050 -0.724 3.512
O -1.615 1.462 -1.078
H -2.257 1.040 -0.428
H -0.738 1.195 -0.794
O -1.114 -1.517 1.396
H -0.886 -1.348 2.280
H -0.295 -1.368 0.984
O 0.860 0.669 -3.949
H 1.328 0.368 -3.151
H 0.731 -0.226 -4.215
*
```

The computed energies, referenced to the most stable structure and given in eV, are *1* 0.085; *2* 0.000; *3* 0.400.

*1*
Here is C8H6 in the gas phase from OMol25. Energies are from the ωB97M-V functional and the def2-TZVPD basis.

- HOMO level: -8.567 eV
- SMILES: C#CC(=C)C=C=C=C
- Kohn-Sham gap: 0.290 Eh

```
! RIJCOSX wB97M-V def2-TZVPD def2/J DEFGRID3
* xyz 0 1
C -0.838 1.256 -0.034
C -0.088 -0.761 -0.046
C -0.397 2.388 -0.232
C 1.225 -0.610 0.351
C -1.389 0.040 0.137
C 2.289 0.021 0.190
C -2.674 -0.463 0.200
C 3.445 0.674 0.055
H 0.397 3.169 -0.373
H -0.003 -1.809 -0.401
H -3.135 -1.428 0.328
H -3.429 0.317 0.192
H 4.148 0.106 -0.543
H 3.307 1.717 0.251
*
```

*2*
Here is C8H6 in the gas phase from OMol25. Energies are from the ωB97M-V functional and the def2-TZVPD basis.

- HOMO level: -8.240 eV
- SMILES: C#CC1=CC=CC1=C
- Kohn-Sham gap: 0.290 Eh

```
! RIJCOSX wB97M-V def2-TZVPD def2/J DEFGRID3
* xyz 0 1
C -2.062 -0.639 0.006
C -1.623 0.636 0.006
C -0.935 -1.554 -0.004
C -0.168 0.617 -0.016
C 0.197 -0.821 -0.024
C 1.577 -1.014 -0.005
C 0.742 1.588 -0.018
C 2.648 -0.448 0.020
H -3.090 -0.953 0.021
H -2.212 1.534 0.015
H -1.014 -2.626 0.006
H 0.447 2.626 0.013
H 1.798 1.389 -0.062
H 3.695 -0.336 0.042
*
```

The computed energies, referenced to the most stable structure and given in eV, are *1* 3.604; *2* 0.000.

*1*
Here is 2 unconnected molecules or ions with the total composition C2H4N2O4S3 from OMol25. Energies are from the ωB97M-V functional and the def2-TZVPD basis.

- HOMO level: -8.513 eV
- Kohn-Sham gap: 0.238 Eh

```
! RIJCOSX wB97M-V def2-TZVPD def2/J DEFGRID3
* xyz 0 1
C 0.927 0.292 0.080
C -2.370 0.642 0.347
N 1.558 1.413 0.230
N -3.296 0.471 -0.781
O 1.775 2.131 -0.941
O -3.488 1.429 -1.477
O 1.976 1.904 1.271
O -3.801 -0.628 -0.930
S 0.416 -0.226 -1.503
S -2.178 -0.767 1.330
S -1.631 2.074 0.546
H 0.741 -0.298 0.958
H 0.147 -1.479 -1.124
H 2.193 2.973 -0.691
H -3.038 -1.479 0.573
*
```

*2*
Here is C2H4N2O4S3 in the gas phase from OMol25. Energies are from the ωB97M-V functional and the def2-TZVPD basis.

- HOMO level: -9.874 eV
- SMILES: O=[N+]([O-])[C@@H](S)S[C@H](S)[N+](=O)[O-]
- Kohn-Sham gap: 0.332 Eh

```
! RIJCOSX wB97M-V def2-TZVPD def2/J DEFGRID3
* xyz 0 1
C -0.632 -0.535 1.345
C 0.871 0.535 -0.564
N -1.955 -0.455 1.966
N 0.612 0.335 -1.927
O -2.301 0.651 2.139
O -2.512 -1.514 2.124
O 1.599 0.258 -2.609
O -0.474 0.219 -2.350
S -0.356 -2.027 0.397
S 2.300 2.002 -0.507
S -0.636 1.028 0.430
H 0.184 -0.491 2.061
H 1.330 -0.334 -0.005
H -0.821 -1.460 -0.741
H 2.793 1.788 -1.759
*
```

The computed energies, referenced to the most stable structure and given in eV, are *1* 0.000; *2* 0.494.

*1*
Here is 2 unconnected molecules or ions with the total composition C3H11N2 from OMol25. Energies are from the ωB97M-V functional and the def2-TZVPD basis.

- HOMO level: -13.866 eV
- Kohn-Sham gap: 0.346 Eh

```
! RIJCOSX wB97M-V def2-TZVPD def2/J DEFGRID3
* xyz 1 1
C -1.265 0.225 1.457
C -2.472 -0.134 -0.788
C -1.183 -0.094 0.025
N -0.024 -0.222 -0.579
N 3.467 -0.178 -0.046
H -0.283 0.585 1.737
H -2.143 1.007 1.505
H -1.497 -0.715 1.998
H -3.281 -0.862 -0.420
H -2.164 -0.619 -1.708
H -2.778 0.925 -0.828
H 0.005 -0.207 -1.646
H 0.802 -0.014 -0.201
H 3.917 0.554 -0.532
H 3.932 -1.106 -0.113
H 3.580 0.113 0.916
*
```

*2*
Here is 2 unconnected molecules or ions with the total composition C3H11N2 from OMol25. Energies are from the ωB97M-V functional and the def2-TZVPD basis.

- HOMO level: -13.762 eV
- Kohn-Sham gap: 0.390 Eh

```
! RIJCOSX wB97M-V def2-TZVPD def2/J DEFGRID3
* xyz 1 1
C 0.382 -2.578 0.396
C 0.189 -1.255 -0.275
C 0.931 -0.173 -0.103
N 0.677 1.054 -0.845
H 1.068 -2.482 1.239
H -0.553 -2.976 0.781
H 0.818 -3.287 -0.305
H -0.655 -1.277 -0.960
H 1.698 -0.089 0.650
H 1.526 1.597 -0.941
H 0.373 0.817 -1.787
N -1.321 2.174 0.470
H -1.162 2.178 1.470
H -2.089 1.548 0.284
H -1.609 3.106 0.189
H -0.272 1.642 -0.264
*
```

The computed energies, referenced to the most stable structure and given in eV, are *1* 0.316; *2* 0.000.